No. 1
Entry from the Open Molecules 2025 dataset: the molecule C7H6FNO2 at a distorted geometry (ωB97M-V with the def2-TZVPD basis set).

Its structure (SMILES) is O=C(NO)c1ccc(F)cc1. As for the energy relative to the best compared isomer or geometry (same formula, charge and spin): 5.027 eV. The net charge is 0. The HOMO-LUMO gap comes out at 8.9 eV.

Positions of all 17 atoms, in Å:
O 1.269 -1.153 2.282
C 0.243 -0.578 1.754
N -0.869 -0.296 2.508
O -1.069 1.196 2.455
C 0.213 -0.318 0.321
C 1.339 -0.729 -0.520
C 1.404 -0.485 -1.857
C 0.329 0.169 -2.462
F 0.339 0.392 -3.784
C -0.822 0.625 -1.696
C -0.784 0.401 -0.312
H -1.484 -0.711 2.114
H -0.994 1.540 3.175
H 2.173 -1.079 0.155
H 2.054 -0.816 -2.364
H -1.704 1.099 -2.065
H -1.636 0.743 0.295

No. 2
Entry from the Open Molecules 2025 dataset: a structure of composition C29H31N4O4PdSSi at a distorted geometry (ωB97M-V with the def2-TZVPD basis set).

As for the energy relative to the best compared isomer or geometry (same formula, charge and spin): 1.597 eV. The net charge is -1. The HOMO-LUMO gap (alpha / beta) comes out at 6.6 / 6.6 eV.

Positions of all 71 atoms, in Å:
Pd 0.138 0.898 -1.425
C -3.603 -0.894 5.743
C -3.299 -0.837 4.269
C -3.984 -1.632 3.362
C -3.695 -1.578 2.002
C -2.716 -0.714 1.549
C -2.017 0.093 2.441
C -2.312 0.027 3.789
S -2.297 -0.630 -0.175
O -2.605 0.724 -0.585
O -3.015 -1.704 -0.826
N -0.719 -0.777 -0.221
C -0.071 -1.997 -0.144
C -0.588 -3.130 0.442
C 0.152 -4.327 0.507
C 1.410 -4.413 -0.010
C 1.981 -3.273 -0.627
C 3.257 -3.302 -1.234
C 3.750 -2.185 -1.837
C 2.967 -1.014 -1.815
N 1.789 -0.955 -1.261
C 1.263 -2.063 -0.684
H -4.357 -1.650 5.960
H -3.975 0.067 6.104
H -2.707 -1.134 6.319
H -4.751 -2.309 3.720
H -4.217 -2.202 1.288
H -1.247 0.759 2.070
H -1.763 0.650 4.487
H -1.593 -3.111 0.840
H -0.298 -5.193 0.978
H 1.978 -5.335 0.032
H 3.824 -4.226 -1.217
H 4.716 -2.180 -2.325
H 3.340 -0.096 -2.258
O -0.215 -2.339 -3.224
C -0.926 -1.378 -3.425
C -2.272 -1.462 -4.140
C -2.786 -0.031 -4.151
C -1.632 0.762 -3.567
O -1.589 1.979 -3.481
N -0.628 -0.062 -3.118
H -2.899 -2.150 -3.575
H -2.112 -1.880 -5.135
H -3.635 0.116 -3.483
H -3.052 0.358 -5.134
C -0.774 3.992 -1.084
Si 1.024 3.502 -1.033
C 1.981 4.960 -0.335
C 1.665 3.147 -2.767
N 1.110 2.058 -0.086
C 1.998 1.562 0.836
C 1.704 0.413 1.593
C 2.586 -0.075 2.539
C 3.799 0.559 2.790
C 4.103 1.699 2.061
C 3.230 2.192 1.102
H -0.924 4.857 -1.736
H -1.096 4.251 -0.072
H -1.425 3.196 -1.453
H 1.597 5.884 -0.777
H 3.050 4.906 -0.548
H 1.852 5.024 0.748
H 1.408 3.946 -3.466
H 1.247 2.228 -3.200
H 2.752 3.030 -2.736
H 0.763 -0.086 1.414
H 2.317 -0.968 3.093
H 4.488 0.172 3.530
H 5.044 2.214 2.228
H 3.505 3.070 0.535